[1]
Entry from the Open Molecules 2025 dataset: a 2-piece molecular cluster, H2N2O3Si overall (wB97M-V/def2-TZVPD).

The geometry in XYZ format:
```
8
Properties=species:S:1:pos:R:3:forces:R:3
O 1.21709 0.91996 -1.24759 0.1 -0.6 0.9
Si 0.89062 0.57371 0.21273 0.9 1.1 -0.2
H 1.77462 0.72004 1.47187 -0.4 -0.3 -1.1
H -0.48427 0.39786 0.57643 -0.7 -0.4 0.3
O -1.48456 -1.78491 -1.83247 -0.9 -0.6 1.4
N -0.89932 -1.29697 -2.75422 1.8 1.7 -2.6
N -0.40360 -0.56354 -3.46343 -0.9 -1.0 1.6
O 0.25832 -0.04826 -4.32495 0.2 0.1 -0.5
```
Positions in Å, forces in eV/Å.

Calculated values
- Multiplicity: 1
- Frontier orbital gap: 9.249 eV
- Energy relative to the best compared isomer or geometry (same formula, charge and spin): 49.70 kcal/mol
- HOMO: -10.00 eV
- Maximum force: 3.557 eV/A

Mulliken charges in e:
1 O -0.39
2 Si 0.50
3 H -0.05
4 H -0.05
5 O -0.59
6 N 0.54
7 N 0.61
8 O -0.56

[2]
Entry from the Open Molecules 2025 dataset: a 2-piece molecular cluster, C4H5BO4 overall (wB97M-V/def2-TZVPD).

The geometry in XYZ format:
```
14
Properties=species:S:1:pos:R:3:forces:R:3
B 0.07362 1.46017 2.02774 -1.5 -1.0 -3.0
C 0.03569 -1.38770 -1.89772 -1.3 1.8 1.3
C -0.64836 -0.26840 -2.26122 0.1 0.0 0.7
C -0.19095 -0.18736 -0.06910 -0.1 1.7 1.9
C 0.29539 -1.40481 -0.48495 -1.2 1.9 -0.2
O -0.80402 0.49008 -1.13652 0.6 -0.3 1.0
O -0.42628 0.99984 3.19172 1.2 -0.9 -2.4
O 0.36677 2.68345 1.52974 -0.4 -0.3 -0.1
O 0.69721 -2.43591 0.33358 -0.4 0.6 -0.1
H 0.45744 -1.98331 -2.56452 1.4 -3.1 -2.8
H -1.13272 0.12720 -3.17910 0.7 -0.5 0.8
H -0.43512 1.68137 3.82605 -0.2 1.4 1.7
H 0.15643 2.98037 0.60079 0.4 -1.2 1.4
H 1.55490 -2.75498 0.08352 0.7 -0.2 -0.3
```
Positions in Å, forces in eV/Å.

Calculated values
- Multiplicity: 1
- Frontier orbital gap: 7.550 eV
- Energy relative to the best compared isomer or geometry (same formula, charge and spin): 0.00 kcal/mol
- HOMO: -7.71 eV
- Maximum force: 4.414 eV/A

Mulliken charges in e:
1 B 0.56
2 C -0.54
3 C -0.39
4 C -0.44
5 C 0.58
6 O -0.32
7 O -0.32
8 O -0.44
9 O -0.52
10 H 0.45
11 H 0.37
12 H 0.32
13 H 0.38
14 H 0.33

[3]
Entry from the Open Molecules 2025 dataset: C25H17CrN2O3 as an isolated structure (wB97M-V/def2-TZVPD).

The geometry in XYZ format:
```
48
Properties=species:S:1:pos:R:3:forces:R:3
O 4.69970 4.98441 1.01892 -0.7 -4.3 -1.0
C 4.50676 3.85828 0.80588 0.7 6.6 0.8
Cr 4.21999 1.99078 0.72737 1.8 0.6 0.0
C 2.67309 2.29197 1.79676 -4.8 1.1 3.3
O 1.83236 2.61215 2.53448 2.8 -1.1 -2.4
C 5.23091 2.03656 2.33935 3.1 0.5 5.7
O 5.80746 2.21681 3.32908 -2.0 -0.8 -3.7
C 5.63589 1.30336 -0.72818 0.9 -0.5 -1.0
C 4.60913 2.00069 -1.37190 -0.1 0.3 -0.6
C 3.26952 1.64249 -1.13645 -1.2 0.3 -0.9
C 2.92019 0.41775 -0.51477 -2.0 -1.3 -1.0
C 1.54028 -0.09231 -0.54327 -0.9 0.4 1.1
C 0.34480 -0.35041 -0.35623 1.5 -0.4 0.4
C -1.06694 -0.61308 0.20367 2.0 2.4 0.7
C -1.84105 0.70942 0.12387 -0.1 0.5 1.0
C -3.09120 0.58236 0.72475 -0.1 0.7 -0.3
C -3.90116 1.70187 0.89954 0.1 -0.3 0.1
C -3.47888 2.96809 0.48368 0.1 -0.4 -0.1
C -2.21806 3.09013 -0.11091 0.0 -0.1 0.1
C -1.37496 1.97788 -0.28756 -0.6 -0.5 0.1
C 3.94518 -0.08916 0.32417 -0.7 -1.4 0.5
C 5.29739 0.24889 0.12849 0.2 -0.6 0.1
H 6.68094 1.55240 -0.91609 -0.3 0.1 0.2
H 4.83693 2.86194 -1.99575 0.0 -0.1 0.2
H 2.46638 2.27461 -1.50230 0.2 -0.1 -0.4
H -0.90478 -0.92685 1.25767 -0.3 0.2 -0.6
H -3.40124 -0.41720 1.03968 -0.2 0.6 0.1
H -4.83797 1.55416 1.41771 -0.2 0.2 -0.1
H -4.14435 3.83325 0.61643 0.5 -0.4 -0.1
H -1.87641 4.08368 -0.40003 0.0 -0.3 -0.1
H -0.39836 2.09174 -0.76706 -0.3 0.0 0.3
H 3.67356 -0.80619 1.09343 0.2 -0.2 -0.3
H 6.07277 -0.25387 0.70141 -0.2 0.1 0.0
C -4.44574 -4.18163 0.80713 0.7 0.7 -0.5
C -3.56747 -3.07036 0.90397 -0.4 0.1 1.1
C -2.84161 -2.64638 -0.20122 0.3 -0.1 0.0
C -3.00045 -3.40937 -1.37281 0.8 0.7 0.2
C -3.81569 -4.52259 -1.49483 -0.4 -0.4 0.0
C -4.57617 -4.91531 -0.38393 0.4 0.5 -0.3
N -2.08866 -2.87167 -2.28232 0.7 1.2 -0.1
C -1.44638 -1.83244 -1.73899 -1.0 -1.1 0.5
N -1.81797 -1.61257 -0.48409 -1.1 -3.3 -1.9
H -5.04004 -4.50045 1.65352 0.2 0.2 0.1
H -3.45122 -2.53915 1.85783 -0.2 -0.4 -0.4
H -3.83866 -5.06547 -2.44491 -0.1 0.2 0.4
H -5.25685 -5.78082 -0.43018 0.5 0.6 0.0
H -1.88408 -3.17437 -3.21585 -0.2 -0.3 -0.3
H -0.65691 -1.21400 -2.10919 0.2 -0.2 -1.0
```
Positions in Å, forces in eV/Å.

Calculated values
- Multiplicity: 4
- Frontier orbital gap (spin up / spin down): 6.926 / 5.998 eV
- Expectation value of S²: 3.83
- Total charge: +2
- Energy relative to the best compared isomer or geometry (same formula, charge and spin): 0.00 kcal/mol
- HOMO (spin up / spin down): -12.70 / -14.26 eV
- Maximum force: 6.714 eV/A

Mulliken charges in e:
1 O -0.19
2 C 0.39
3 Cr -0.01
4 C 0.42
5 O -0.26
6 C 0.40
7 O -0.18
8 C -0.40
9 C -0.64
10 C -0.65
11 C 1.68
12 C -0.48
13 C -1.49
14 C 1.07
15 C 0.60
16 C -0.33
17 C -0.60
18 C -0.59
19 C -0.57
20 C -0.47
21 C -0.68
22 C -0.65
23 H 0.50
24 H 0.61
25 H 0.57
26 H 0.32
27 H 0.02
28 H 0.41
29 H 0.39
30 H 0.39
31 H 0.38
32 H 0.55
33 H 0.62
34 C -0.87
35 C -0.24
36 C 0.49
37 C 0.49
38 C -0.94
39 C -0.42
40 N 0.02
41 C -0.46
42 N 0.38
43 H 0.41
44 H 0.47
45 H 0.39
46 H 0.40
47 H 0.23
48 H 0.52

[4]
Entry from the Open Molecules 2025 dataset: one molecule with the formula C13H10I2O3 (wB97M-V/def2-TZVPD).

The geometry in XYZ format:
```
28
Properties=species:S:1:pos:R:3:forces:R:3
C 0.74101 4.42076 -1.33418 -0.7 1.8 0.5
C 1.18844 4.30582 0.12314 0.0 -0.7 0.6
C 1.90866 2.98298 0.30604 -1.0 0.4 -0.3
C 3.20123 2.67030 0.28777 2.4 -0.3 0.1
C 3.29087 1.25384 0.35725 -4.1 0.2 -0.8
C 1.94937 0.72600 0.29263 4.8 2.9 1.3
C 1.72873 -0.69678 0.49982 -1.5 -2.2 -1.7
O 2.54925 -1.50432 0.07015 0.7 1.2 0.6
C 0.43935 -1.37378 0.88706 -1.8 -1.0 0.1
C -0.59634 -0.78546 1.70316 4.7 2.9 -2.2
C -1.69524 -1.42544 1.97100 -3.6 -0.5 2.1
I -3.12472 -0.38323 3.35261 0.9 -1.1 -1.2
C -1.90032 -2.69608 1.52467 -1.6 -2.7 -0.6
O -3.04928 -3.38524 1.83269 1.2 -0.3 -3.5
C -0.98915 -3.37656 0.70413 0.5 0.2 0.0
I -1.41702 -5.51006 0.18154 0.5 2.1 0.4
C 0.20656 -2.72409 0.35111 -1.3 1.3 2.2
O 1.17005 1.84331 0.33935 -2.2 -0.2 0.0
H 0.24528 3.55315 -1.62383 -1.2 -1.6 -0.3
H 0.03895 5.26641 -1.50318 0.4 -0.4 0.2
H 1.50310 4.49775 -2.07963 1.1 0.4 0.0
H 0.34534 4.26832 0.83836 0.0 0.1 -0.6
H 1.78543 5.17048 0.47303 0.1 -0.7 -0.4
H 4.04409 3.38332 0.19780 -0.8 -0.6 0.3
H 4.10825 0.66041 0.47732 2.2 -1.4 0.0
H -0.55996 0.28270 1.99740 0.6 -0.8 -0.1
H -3.21658 -3.25822 2.70998 -1.1 0.6 3.8
H 0.92160 -3.34935 -0.12021 0.9 0.3 -0.7
```
Positions in Å, forces in eV/Å.

Calculated values
- Multiplicity: 1
- Frontier orbital gap: 8.467 eV
- HOMO: -8.96 eV
- Maximum force: 5.900 eV/A

Mulliken charges in e:
1 C -1.18
2 C -0.46
3 C 0.27
4 C -0.57
5 C -0.37
6 C 0.25
7 C 0.23
8 O -0.59
9 C 0.04
10 C -0.36
11 C -0.52
12 I 0.03
13 C 1.48
14 O -0.46
15 C -0.62
16 I 0.07
17 C -0.48
18 O -0.35
19 H 0.37
20 H 0.32
21 H 0.37
22 H 0.25
23 H 0.32
24 H 0.39
25 H 0.59
26 H 0.30
27 H 0.23
28 H 0.47

no.,M (g mol⁻¹)
1,106.11
2,127.89
3,445.42
4,468.03